C70H72BrCuGe2N2O2PS4 as an isolated structure at a distorted geometry. Source: OMol25; level of theory: the ωB97M-V functional and the def2-TZVPD basis.

Summary:
**Frontier orbital gap (alpha / beta)**: 0.2274 / 0.2296 Ha
**Max |F|**: 0.0223 hartree/bohr
**E_LUMO (alpha / beta)**: -0.1 / -0.7 eV
**<S²>**: 0.76
**Charge**: 0
**Calculated total energy**: -361184.6346 eV
**E_HOMO (alpha / beta)**: -6.24 / -6.95 eV
**Spin multiplicity**: 2

Structure (XYZ):
```
155
Properties=species:S:1:pos:R:3:forces:R:3
Cu -1.8066 2.1150 -0.0146 0.3 0.3 -0.4
C -3.2281 -0.1581 1.9399 0.1 -0.3 0.0
O -3.5108 0.9552 1.0966 -0.4 0.2 0.0
C -4.4130 1.8687 1.5317 0.0 -0.1 0.0
C -5.0758 1.8344 2.7444 0.0 0.0 0.1
C -5.9396 2.8759 3.0674 0.0 0.1 0.1
Br -6.8367 2.8269 4.7370 0.1 0.0 0.0
C -6.1527 3.9398 2.2222 0.0 0.0 0.0
C -5.5017 3.9676 0.9859 0.1 -0.2 0.0
C -4.6374 2.9330 0.6530 -0.2 0.2 0.1
O -3.9162 2.8962 -0.5143 -0.3 -0.1 0.0
C -5.6928 5.1108 0.0864 0.0 0.2 -0.1
N -5.9486 6.3233 0.4812 0.0 0.0 0.2
C -5.9980 7.0954 -0.6655 0.0 -0.2 -0.3
C -6.2482 8.4569 -0.8258 0.0 0.0 0.0
C -6.2373 8.9649 -2.1100 0.0 0.1 0.1
C -5.9815 8.1537 -3.2240 0.0 -0.1 0.0
C -5.7402 6.7995 -3.0861 0.0 -0.1 -0.1
C -5.7582 6.2928 -1.7933 0.0 0.2 0.2
N -5.5437 5.0237 -1.2903 0.1 -0.1 0.0
H -2.7480 0.1608 2.8642 0.0 0.1 0.0
H -2.5378 -0.7859 1.3850 0.0 0.0 0.0
H -4.1417 -0.7162 2.1554 0.0 0.1 0.0
H -4.9128 1.0279 3.4429 0.0 0.0 0.0
H -6.8102 4.7554 2.4860 0.0 0.0 0.0
H -3.8034 3.7954 -0.8506 0.0 0.0 0.0
H -6.4458 9.0795 0.0366 0.0 0.0 0.0
H -6.4289 10.0189 -2.2667 0.0 0.0 0.0
H -5.9814 8.5965 -4.2113 0.0 0.0 0.0
H -5.5471 6.1617 -3.9406 0.0 0.0 0.0
H -5.5845 4.1785 -1.8365 0.0 -0.1 0.1
C 5.7628 -6.1473 -0.2366 0.0 0.0 0.0
C 4.7138 -5.6531 0.7230 0.0 -0.1 0.0
C 4.9987 -4.6633 1.6530 0.0 0.0 0.0
C 4.0289 -4.1745 2.5171 -0.1 0.0 0.0
C 4.4073 -3.1546 3.5591 -0.1 0.0 -0.1
C 2.7155 -4.6571 2.4132 0.1 0.0 -0.1
C 2.4144 -5.6704 1.5007 0.0 0.1 0.0
C 1.0276 -6.2478 1.3754 0.1 0.0 0.0
C 3.4269 -6.1691 0.6887 0.0 0.1 -0.1
C 1.7338 -4.2308 3.4536 0.0 -0.1 0.1
C 1.6936 -5.0647 4.5740 0.0 0.0 -0.1
C 0.9571 -4.7332 5.6946 0.0 0.0 0.1
C 0.2673 -3.5365 5.7188 0.0 0.1 0.1
C 0.2611 -2.6990 4.6050 0.1 -0.1 -0.1
C 0.9704 -3.0567 3.4448 -0.3 0.4 -0.1
Ge 0.6251 -1.7653 1.8679 0.6 -0.9 -0.4
S -0.1434 0.8603 0.7350 0.3 -0.1 0.6
S 2.6965 -1.2525 0.9407 -0.3 0.1 0.0
Ge 1.5364 -1.5185 -0.9343 -0.3 0.4 0.0
S 0.2751 0.3784 -1.2236 0.3 -0.3 -0.3
S 0.0824 -2.9915 -0.0702 0.2 0.4 0.4
C 2.4600 -1.7729 -2.6816 -0.2 0.0 0.5
C 3.6619 -1.1058 -2.9594 -0.1 0.0 -0.2
C 4.2929 -1.3357 -4.1804 0.0 0.0 0.1
C 3.7273 -2.1716 -5.1286 0.0 0.0 0.0
C 2.4967 -2.7556 -4.8835 0.0 0.0 0.0
C 1.8553 -2.5682 -3.6624 0.0 0.0 0.0
C 0.5109 -3.1782 -3.4469 -0.2 0.0 0.0
C -0.6483 -2.4195 -3.6293 0.2 0.0 0.0
C -0.5979 -0.9836 -4.0892 -0.1 -0.1 -0.1
C -1.8874 -3.0190 -3.4150 0.0 0.0 0.0
C -1.9984 -4.3454 -3.0377 0.0 0.0 0.0
C -3.3389 -4.9835 -2.7906 0.1 0.0 0.0
C -0.8335 -5.0922 -2.8833 0.0 0.0 0.0
C 0.4152 -4.5304 -3.0831 0.0 0.0 -0.1
C 1.6662 -5.3308 -2.8653 0.0 0.0 0.1
C 4.2454 -0.0691 -2.0599 0.1 0.1 0.0
C 3.8940 1.2717 -2.2653 0.0 -0.1 0.0
C 2.9338 1.6632 -3.3588 0.0 -0.1 0.0
C 4.4640 2.2469 -1.4553 0.0 0.0 0.0
C 5.3656 1.9229 -0.4512 0.0 0.1 0.0
C 5.9663 2.9885 0.4266 0.0 -0.1 0.0
C 5.7257 0.5916 -0.2889 0.0 0.0 0.0
C 5.1991 -0.4070 -1.0953 0.0 -0.1 0.0
C 5.6847 -1.8270 -0.9801 -0.1 0.0 0.0
C -0.4506 -1.3987 4.7865 0.0 0.2 0.1
C 0.2913 -0.2341 5.0359 0.0 0.0 -0.1
C 1.7918 -0.2152 4.8972 -0.1 0.0 0.0
C -0.3721 0.9141 5.4545 0.0 0.0 0.0
C -1.7455 0.9399 5.6538 0.0 0.0 -0.1
C -2.4222 2.1702 6.1972 0.0 0.0 -0.1
C -2.4706 -0.2065 5.3434 0.0 0.1 0.1
C -1.8468 -1.3701 4.9120 0.1 -0.1 0.0
C -2.6627 -2.5981 4.5950 0.1 0.1 0.1
H 6.7479 -5.7591 0.0229 0.0 0.0 0.0
H 5.5264 -5.8171 -1.2521 0.1 0.0 0.0
H 5.8132 -7.2376 -0.2475 0.0 0.0 0.0
H 6.0123 -4.2816 1.7261 0.0 0.0 0.0
H 5.4877 -3.1333 3.7022 0.0 0.0 0.0
H 3.9292 -3.3688 4.5156 0.0 0.0 0.0
H 4.0858 -2.1577 3.2495 0.0 0.0 0.0
H 0.3224 -5.7434 2.0322 0.0 0.0 0.0
H 1.0305 -7.3134 1.6184 0.0 0.0 0.0
H 0.6689 -6.1376 0.3496 0.0 0.0 0.0
H 3.2025 -6.9924 0.0189 0.0 0.0 -0.1
H 2.2813 -5.9753 4.5555 0.0 0.0 0.0
H 0.9477 -5.3898 6.5558 0.0 0.0 0.0
H -0.2577 -3.2275 6.6162 0.0 0.0 0.0
H 5.2293 -0.8292 -4.3861 0.0 0.0 0.0
H 4.2327 -2.3432 -6.0712 0.0 0.0 0.0
H 2.0095 -3.3509 -5.6474 0.0 0.0 0.0
H 0.3935 -0.5539 -3.9573 0.0 0.1 0.0
H -1.3110 -0.3745 -3.5324 0.0 0.0 0.0
H -0.8525 -0.9174 -5.1507 0.0 0.0 0.0
H -2.7852 -2.4218 -3.5397 0.0 0.0 0.0
H -4.1475 -4.2604 -2.8895 0.0 0.0 0.0
H -3.3780 -5.4098 -1.7865 0.0 0.0 0.0
H -3.5150 -5.7955 -3.4991 0.0 0.0 0.0
H -0.9078 -6.1341 -2.5863 0.0 0.0 0.0
H 1.4369 -6.3822 -2.6939 0.0 0.0 0.0
H 2.1953 -4.9461 -1.9906 0.1 0.0 0.1
H 2.3446 -5.2534 -3.7155 0.0 0.0 0.0
H 1.9522 1.2176 -3.1774 0.0 0.1 0.0
H 3.2754 1.3023 -4.3301 0.0 0.0 0.0
H 2.8231 2.7464 -3.4105 0.0 0.0 0.0
H 4.1996 3.2871 -1.6180 0.0 0.0 0.0
H 5.5734 3.9733 0.1770 0.0 0.0 0.0
H 7.0520 3.0129 0.3150 0.0 0.0 0.0
H 5.7525 2.7857 1.4777 0.0 0.0 0.0
H 6.4377 0.3242 0.4858 0.0 0.0 0.0
H 6.3071 -1.9557 -0.0951 0.0 0.0 0.0
H 6.2682 -2.0946 -1.8658 0.0 0.0 0.1
H 4.8542 -2.5301 -0.9137 0.0 0.0 0.0
H 2.2515 -0.9868 5.5179 0.0 0.0 0.0
H 2.1889 0.7573 5.1848 0.0 0.0 0.0
H 2.0978 -0.4021 3.8651 0.1 0.0 0.0
H 0.2078 1.8059 5.6702 0.0 0.0 0.0
H -1.6850 2.9143 6.4963 0.0 0.0 0.0
H -3.0309 1.9233 7.0682 0.0 0.0 0.0
H -3.0801 2.6294 5.4573 0.0 0.0 0.0
H -3.5513 -0.1981 5.4570 0.0 0.0 0.0
H -3.7118 -2.3415 4.4492 0.0 0.0 0.0
H -2.6036 -3.3241 5.4086 0.0 0.0 0.0
H -2.2846 -3.0891 3.6970 -0.1 0.0 0.0
C 0.7836 3.9990 -1.0341 -0.1 0.0 -0.1
P -1.0309 3.9773 -1.2368 0.2 0.2 0.3
C -1.4449 5.6547 -0.6018 0.0 -0.2 -0.1
C -1.2509 4.1752 -3.0344 -0.1 -0.2 0.1
C -2.1327 5.1059 -3.5807 0.0 0.0 0.0
C -2.2898 5.1938 -4.9573 0.0 0.0 0.0
C -1.5770 4.3506 -5.7969 0.0 0.0 0.0
C -0.7106 3.4088 -5.2572 0.0 0.0 0.0
C -0.5587 3.3103 -3.8837 0.0 0.0 0.0
H 1.2380 4.8052 -1.6129 0.0 0.0 0.0
H 1.1942 3.0361 -1.3341 0.1 0.0 0.0
H 0.9981 4.1265 0.0276 0.0 0.0 0.0
H -0.9999 6.4200 -1.2390 0.0 0.0 0.1
H -1.0316 5.7332 0.4037 0.0 0.0 0.0
H -2.5224 5.8221 -0.5384 0.0 0.0 0.0
H -2.6926 5.7803 -2.9415 0.0 0.0 0.0
H -2.9653 5.9303 -5.3751 0.0 0.0 0.0
H -1.7033 4.4235 -6.8693 0.0 0.0 0.0
H -0.1524 2.7494 -5.9099 0.0 0.0 0.0
H 0.0959 2.5555 -3.4588 0.0 0.0 -0.1
```
Positions in Å, forces in eV/Å.

Atomic partial charges in e from the Löwdin method, atoms 1 to 6: Cu -0.032; C -0.058; O -0.133; C -0.202; C -0.043; C -0.668